1.
An isolated ion of composition C3H5F2N2 and charge +1 at a distorted geometry. Source: OMol25; level of theory: the ωB97M-V functional and the def2-TZVPD basis.

```
12
Properties=species:S:1:pos:R:3:forces:R:3:mulliken_charge:R:1
C -0.900 0.520 0.214 -0.130 2.660 -0.644 0.188
C 1.547 0.435 0.117 -0.115 -0.598 0.345 -0.538
C 1.307 -0.978 -0.234 0.709 -2.322 -0.864 -0.215
N 0.208 -0.084 -0.002 -1.928 1.045 -1.109 0.012
N -2.184 0.135 0.344 -0.021 -0.625 0.653 0.278
F -2.380 -1.127 0.050 -0.659 -1.664 -0.603 -0.118
F -3.143 0.882 -0.271 0.846 -0.132 0.222 -0.102
H -0.971 1.626 0.387 1.002 -0.865 -0.238 0.347
H 1.626 0.804 1.101 1.163 0.270 0.910 0.354
H 1.920 0.940 -0.741 0.128 1.010 -0.230 0.279
H 1.642 -1.237 -1.277 -1.156 0.643 0.724 0.238
H 1.328 -1.917 0.313 0.161 0.578 0.834 0.277
```
Forces are in eV/Å.

For the LUMO energy (spin up / spin down), the calculation gives -5.32 / -5.32 eV. The charge is +1. The HOMO energy (spin up / spin down) is -15.7595 / -15.7600 eV. For the HOMO-LUMO gap (spin up / spin down), the calculation gives 10.4364 / 10.4369 eV. The structure (SMILES) is F[N+](F)=CN1CC1.

2.
One molecule with the formula C3H5F2NO at a distorted geometry. Source: OMol25; level of theory: the ωB97M-V functional and the def2-TZVPD basis.

```
12
Properties=species:S:1:pos:R:3:forces:R:3:mulliken_charge:R:1
C 0.318 -0.123 -0.319 -5.321 1.754 2.230 0.590
C -1.290 0.027 0.337 5.603 0.449 -0.874 0.010
C 0.802 -1.508 -0.207 -0.481 0.198 -0.130 -1.162
N 0.586 2.156 0.159 -2.043 -0.256 3.536 -0.483
O 1.117 0.903 0.011 1.929 -2.055 -1.472 -0.183
F -2.151 0.945 -0.045 -0.544 0.083 -0.492 -0.206
F -1.870 -1.121 0.531 -0.956 -0.847 -0.404 -0.189
H 0.527 -2.016 -1.102 -0.084 -0.470 -0.965 0.346
H 0.217 -2.002 0.544 0.063 -0.283 0.634 0.320
H 1.839 -1.647 -0.055 1.109 0.142 0.376 0.349
H 0.146 2.514 -0.647 -0.454 -0.082 -1.785 0.272
H -0.241 1.870 0.793 1.180 1.368 -0.653 0.335
```
Forces are in eV/Å.

For the LUMO energy (spin up / spin down), the calculation gives 0.18 / 0.21 eV. The charge is 0. The HOMO energy (spin up / spin down) is -7.9631 / -8.2096 eV. For the HOMO-LUMO gap (spin up / spin down), the calculation gives 8.1466 / 8.4174 eV. The structure (SMILES) is CC(ON)=C(F)F.

3.
One molecule with the formula C3H5F2NOS at a distorted geometry. Source: OMol25; level of theory: the ωB97M-V functional and the def2-TZVPD basis.

```
13
Properties=species:S:1:pos:R:3:forces:R:3:mulliken_charge:R:1
C -1.567 -0.786 0.188 -0.054 0.502 0.714 0.482
C -0.640 -0.021 1.104 2.458 0.714 -1.211 -0.812
C 2.242 -0.506 -0.260 -1.415 -0.601 -0.100 0.197
H -1.741 -1.784 0.722 -1.047 1.268 -1.216 0.217
H -1.231 0.470 1.914 0.773 -0.452 -0.561 0.362
H 0.329 -0.582 1.419 -2.120 0.607 -0.083 0.324
H 1.492 0.405 -1.745 -0.894 0.405 -1.252 0.313
H 2.519 -1.093 -1.181 0.799 0.108 0.833 0.239
N 1.569 0.616 -0.785 -0.458 -0.665 3.263 -0.308
O 2.296 -0.955 0.877 0.112 1.247 -1.535 -0.528
F -1.022 -1.036 -1.043 -0.367 -0.092 0.718 -0.238
F -2.662 0.113 -0.043 1.100 -2.237 0.395 -0.272
S 0.139 1.381 0.058 1.115 -0.803 0.034 0.022
```
Forces are in eV/Å.

For the LUMO energy, the calculation gives 0.66 eV. The charge is 0. The HOMO energy is -9.3924 eV. For the HOMO-LUMO gap, the calculation gives 10.0532 eV. The structure (SMILES) is O=CNSCC(F)F.

4.
C3H5F2OP as an isolated structure at a distorted geometry. Source: OMol25; level of theory: the ωB97M-V functional and the def2-TZVPD basis.

```
12
Properties=species:S:1:pos:R:3:forces:R:3:mulliken_charge:R:1
C 0.127 0.231 0.036 0.541 0.352 0.011 0.543
C -1.311 0.592 0.004 0.010 -0.217 -0.034 -1.056
C 1.147 1.087 0.037 3.129 -0.218 -0.004 0.243
O 0.681 -0.988 0.043 0.018 -0.168 -0.036 -0.529
F 4.398 -0.317 -0.006 -3.384 0.981 0.074 -0.492
F 1.310 2.406 0.033 -0.273 -0.214 -0.001 -0.254
P 2.459 -0.341 0.027 -0.079 -0.022 -0.028 0.479
H -1.910 -0.102 0.584 -0.044 -0.079 0.085 0.322
H -1.669 0.591 -1.024 -0.058 -0.080 -0.052 0.285
H -1.417 1.602 0.399 -0.079 -0.057 0.000 0.298
H 2.640 -0.997 1.214 0.116 -0.141 0.458 0.081
H 2.608 -1.012 -1.155 0.103 -0.136 -0.474 0.079
```
Forces are in eV/Å.

For the LUMO energy, the calculation gives 0.23 eV. The charge is 0. The HOMO energy is -9.2528 eV. For the HOMO-LUMO gap, the calculation gives 9.4782 eV.

5.
A 2-piece molecular cluster, C3H5F2P overall at a distorted geometry. Source: OMol25; level of theory: the ωB97M-V functional and the def2-TZVPD basis.

```
11
Properties=species:S:1:pos:R:3:forces:R:3:mulliken_charge:R:1
C -1.464 0.507 0.212 -0.702 0.117 -0.807 -0.198
C -1.197 1.408 0.956 0.700 0.722 -0.370 -0.059
C -2.024 -0.536 -0.672 2.296 -0.007 2.090 -0.980
F 3.520 -0.218 1.395 0.209 -1.099 -1.720 -0.302
F 3.169 0.643 -0.830 0.019 -0.938 -0.104 -0.238
P 3.208 -0.826 -0.152 1.617 2.400 1.956 0.494
H 1.909 -0.830 0.210 -1.865 -0.344 -0.124 0.042
H -0.804 2.346 1.292 -0.213 -0.379 0.415 0.373
H -1.769 -1.417 -0.106 -0.432 -0.917 0.007 0.278
H -3.059 -0.418 -0.716 -1.624 0.046 -0.542 0.310
H -1.490 -0.659 -1.589 -0.004 0.400 -0.802 0.281
```
Forces are in eV/Å.

For the LUMO energy, the calculation gives 0.47 eV. The charge is 0. The HOMO energy is -10.0468 eV. For the HOMO-LUMO gap, the calculation gives 10.5202 eV. The structure (SMILES) is C#CC.FPF.

6.
A 2-piece molecular cluster, C3H5F3IN overall at a distorted geometry. Source: OMol25; level of theory: the ωB97M-V functional and the def2-TZVPD basis.

```
13
Properties=species:S:1:pos:R:3:forces:R:3:mulliken_charge:R:1
C -0.140 -1.287 0.557 0.550 -2.177 1.233 -1.421
C -0.006 -0.027 -0.105 2.325 1.113 -4.450 0.778
C -0.605 1.253 0.402 -0.361 -0.520 -0.278 0.437
N 1.179 0.176 -0.782 -0.274 -0.335 0.143 -0.404
F -1.068 -0.308 -1.776 0.871 0.383 2.481 -0.603
F -0.843 2.144 -0.538 0.535 0.555 -0.344 -0.199
F -1.768 0.981 0.964 -0.700 0.079 0.978 -0.233
I 0.886 1.977 1.829 -0.543 0.170 0.107 0.086
H 0.762 -1.687 1.186 -1.706 1.252 -0.931 0.309
H -0.226 -1.961 -0.290 -0.070 -0.349 -0.045 0.411
H -1.096 -1.298 1.053 -0.044 -0.366 0.666 0.378
H 1.808 -0.619 -0.821 -0.414 0.093 -0.092 0.238
H 1.116 0.656 -1.679 -0.168 0.103 0.533 0.222
```
Forces are in eV/Å.

For the LUMO energy, the calculation gives -0.78 eV. The charge is 0. The HOMO energy is -9.9956 eV. For the HOMO-LUMO gap, the calculation gives 9.2181 eV.